Arrangement i

Formula: C3H8NO
Source: the OMol25 dataset
Level of theory: ωB97M-V/def2-TZVPD

Its spin multiplicity is 1. Its net charge is +1. The SMILES is [NH3+]CCC=O. The HOMO energy is -13.94 eV.

Structure (XYZ):
```
13
Properties=species:S:1:pos:R:3:nbo_charge:R:1
N -2.0291 -0.7888 0.3348 -0.672
C -0.9587 0.1170 -0.1437 -0.291
C 0.3360 -0.3424 0.5165 -0.548
C 1.6570 0.3996 0.0955 0.442
O 1.6025 0.9838 -0.9515 -0.496
H -1.7249 -1.0064 1.3440 0.454
H -2.0904 -1.7000 -0.0927 0.456
H -2.9323 -0.2979 0.3625 0.462
H -0.7110 -0.0118 -1.2422 0.269
H -1.0070 1.2244 -0.1446 0.283
H 0.6515 -1.2634 -0.0326 0.248
H 0.3373 -0.4672 1.5927 0.228
H 2.6022 0.1980 0.6312 0.165
```

Arrangement ii

Formula: C3H8NO
Source: the OMol25 dataset
Level of theory: ωB97M-V/def2-TZVPD

Its spin multiplicity is 1. Its net charge is +1. The HOMO energy is -15.15 eV.

Structure (XYZ):
```
13
Properties=species:S:1:pos:R:3:nbo_charge:R:1
C 1.0411 -0.5328 0.0143 0.521
C 2.3322 0.3109 -0.1840 -0.703
C -2.2703 0.3686 -0.0647 -0.454
N -1.2359 -0.6847 -0.2947 -0.266
O 0.0083 0.0405 -0.1401 -0.205
H 1.0841 -1.5140 0.3912 0.191
H 3.2157 -0.3878 -0.4809 0.280
H 2.1324 0.9912 -0.9771 0.267
H 2.3692 1.0083 0.5704 0.278
H -2.6059 0.5688 0.9803 0.213
H -1.9064 1.3505 -0.4231 0.243
H -3.1816 0.0752 -0.4644 0.243
H -1.2175 -1.5925 0.1377 0.390
```

Arrangement iii

Formula: C3H8NO
Source: the OMol25 dataset
Level of theory: ωB97M-V/def2-TZVPD

Its spin multiplicity is 1. Its net charge is +1. The HOMO energy is -14.66 eV.

Structure (XYZ):
```
13
Properties=species:S:1:pos:R:3:nbo_charge:R:1
C -1.0012 -0.6692 -0.2074 -0.073
C -1.1726 -1.9795 -0.3682 -0.313
C 1.2460 -0.7824 0.6527 0.112
N 0.2248 -0.0983 0.2880 -0.418
H -1.6630 0.1045 -0.5778 0.244
H -0.3717 -2.6617 -0.5980 0.221
H -2.1807 -2.3672 -0.4471 0.249
H 2.1114 -0.1824 0.8919 0.231
H 1.1200 -1.8202 0.9259 0.230
H 0.3430 0.8853 -0.0236 0.476
H 0.5310 2.9845 -1.1463 0.502
H 0.7745 3.3198 0.3147 0.508
O 0.4156 2.6311 -0.2565 -0.968
```

Arrangement iv

Formula: C3H8NO
Source: the OMol25 dataset
Level of theory: ωB97M-V/def2-TZVPD

Its spin multiplicity is 1. Its net charge is +1. The HOMO energy is -13.12 eV.

Structure (XYZ):
```
13
Properties=species:S:1:pos:R:3:nbo_charge:R:1
C 1.1350 -1.1842 -2.0329 0.319
N 1.2332 -0.5938 -0.8461 -0.764
H 0.2865 -1.8424 -2.2127 0.229
H 1.8074 -0.7978 -2.8004 0.218
H 0.8830 0.3912 -0.8143 0.495
H 1.5382 -1.0211 0.0193 0.469
C -1.7434 -0.0300 1.4860 -0.448
C -0.4967 0.3061 1.1346 0.061
O -0.1921 1.4248 0.3787 -0.730
H -2.5307 0.7174 1.4732 0.217
H -1.8815 -1.0488 1.8192 0.231
H 0.3115 -0.1414 1.7036 0.193
H -0.9441 2.0277 0.4242 0.509
```

Calculated relative energies: arrangement i 0.0000; arrangement ii 0.1009; arrangement iii 0.0036; arrangement iv 0.1209, given in hartree

Arrangement i

Formula: C5H8NO
Source: the OMol25 dataset
Level of theory: ωB97M-V/def2-TZVPD

Its spin multiplicity is 1. Its net charge is +1. The HOMO energy is -15.84 eV.

Structure (XYZ):
```
15
Properties=species:S:1:pos:R:3:nbo_charge:R:1
C 0.9179 -0.2932 -0.4523 0.332
C -0.7378 -0.2370 0.7386 0.718
C -0.4350 -0.8988 -0.6506 -0.357
C -1.1688 -0.4193 -1.9608 -0.563
C 1.0938 1.0231 1.8352 -0.449
N 0.7025 0.2131 0.7431 -0.285
O -1.5491 0.0370 1.5808 -0.404
H 1.8099 -0.2071 -0.9356 0.243
H -0.6290 -1.9415 -0.6748 0.287
H -0.5639 0.4427 -2.3936 0.224
H -2.0829 -0.1265 -1.6834 0.237
H -1.1010 -1.3443 -2.5275 0.243
H 2.0761 1.4398 1.5304 0.242
H 1.2985 0.5891 2.7671 0.272
H 0.3688 1.7230 2.0834 0.262
```

Arrangement ii

Formula: C5H8NO
Source: the OMol25 dataset
Level of theory: ωB97M-V/def2-TZVPD

Its spin multiplicity is 1. Its net charge is +1. The HOMO energy is -13.39 eV.

Structure (XYZ):
```
15
Properties=species:S:1:pos:R:3:nbo_charge:R:1
C 1.0535 -1.9570 -0.8515 -0.435
C 2.0527 -2.7958 -0.8731 0.865
C -0.0362 -1.4043 -0.8985 0.511
C -1.2381 -0.6836 -0.8514 -0.813
C 0.4779 1.4268 1.1820 -0.430
N -0.7396 1.7725 0.4704 -0.834
O 2.8630 -3.6085 -0.9677 -0.262
H -1.9565 -1.0740 -0.1519 0.300
H -0.7382 0.3973 -0.5400 0.378
H -1.8204 -0.4950 -1.7416 0.312
H 1.1288 0.8622 0.4888 0.182
H 0.9863 2.3110 1.6587 0.223
H 0.1915 0.7771 2.0825 0.213
H -0.7266 2.6559 -0.1339 0.401
H -1.4981 1.8154 1.1272 0.389
```

Arrangement iii

Formula: C5H8NO
Source: the OMol25 dataset
Level of theory: ωB97M-V/def2-TZVPD

Its spin multiplicity is 1. Its net charge is +1. The HOMO energy (spin up / spin down) is -13.63 / -14.22 eV.

Structure (XYZ):
```
15
Properties=species:S:1:pos:R:3:nbo_charge:R:1
C -1.5562 -0.5480 0.5232 -0.339
C -0.2956 -0.0010 0.7976 0.203
C -1.8419 -1.4523 -0.4485 -0.064
C 0.7660 -0.1879 -0.1222 -0.289
C 1.5186 1.1979 -0.2790 -0.598
N 1.5581 -1.3953 0.1082 0.228
O 2.7211 -1.4376 0.2767 -0.112
H -2.3189 -0.2613 1.2301 0.259
H -0.1214 0.4313 1.7932 0.250
H -2.8899 -1.8202 -0.5409 0.246
H -1.1198 -2.0161 -1.0638 0.230
H 0.2867 -0.4410 -1.1139 0.251
H 0.7682 1.8801 -0.3497 0.225
H 2.2859 1.2639 -1.0379 0.264
H 2.2535 1.3662 0.6349 0.246
```

Arrangement iv

Formula: C5H8NO
Source: the OMol25 dataset
Level of theory: ωB97M-V/def2-TZVPD

Its spin multiplicity is 1. Its net charge is +1. The HOMO energy is -13.47 eV.

Structure (XYZ):
```
15
Properties=species:S:1:pos:R:3:nbo_charge:R:1
C -1.1373 0.0266 -0.1661 0.419
C 1.9335 0.5443 -0.0076 0.787
C 1.7203 -0.6548 -0.5687 -0.646
C 2.0476 -1.9407 0.1907 -0.600
C -2.9256 1.5951 0.2179 -0.502
N -1.9956 0.7452 0.0388 -0.220
O 1.9268 1.5703 0.4437 -0.381
H -0.0638 -0.4703 -0.2560 0.299
H 2.0382 -0.4342 -1.5937 0.288
H 1.6857 -2.7775 -0.5108 0.245
H 1.4685 -1.9488 1.0890 0.220
H 3.1349 -1.9153 0.3283 0.244
H -3.4853 1.7776 -0.7173 0.280
H -2.6170 2.6129 0.5940 0.285
H -3.7310 1.2695 0.9179 0.282
```

Calculated relative energies: arrangement i 0.0000; arrangement ii 0.0420; arrangement iii 0.1239; arrangement iv 0.0354, given in hartree

Arrangement i

Formula: C5H8NO
Source: the OMol25 dataset
Level of theory: ωB97M-V/def2-TZVPD

Its spin multiplicity is 1. Its net charge is +1. The HOMO energy is -13.34 eV.

Structure (XYZ):
```
15
Properties=species:S:1:pos:R:3:nbo_charge:R:1
C -0.3650 1.7345 -0.4886 -0.113
C 0.3926 0.9187 0.5775 -0.313
C 1.7640 0.5393 0.7652 0.421
C -0.9292 0.5747 -0.8996 -0.200
C -0.1361 -0.3677 -0.2044 -0.131
N -0.7520 -1.5852 0.1026 -0.658
O 2.0243 -0.5696 0.6141 -0.520
H -0.4348 2.6992 -0.8702 0.253
H 0.2484 0.9801 1.6685 0.273
H 2.5947 1.1403 1.3539 0.164
H -1.6697 0.3255 -1.6710 0.219
H 0.6171 -0.5807 -0.9925 0.252
H -0.4764 -2.4584 0.4952 0.469
H -1.0739 -1.8860 -0.8503 0.441
H -1.8038 -1.4646 0.3996 0.444
```

Arrangement ii

Formula: C5H8NO
Source: the OMol25 dataset
Level of theory: ωB97M-V/def2-TZVPD

Its spin multiplicity is 1. Its net charge is +1. The HOMO energy (spin up / spin down) is -12.64 / -11.50 eV.

Structure (XYZ):
```
15
Properties=species:S:1:pos:R:3:nbo_charge:R:1
C -2.7098 -0.9651 0.0746 -0.070
C -0.7416 0.7996 0.6293 -0.233
C 2.5068 0.6211 -0.0777 -0.113
C -0.6523 0.2754 -0.6580 -0.098
C 2.0434 -0.6577 -0.5816 0.197
N -1.7137 -0.2004 -0.0579 -0.251
O 1.8596 -0.4293 0.6724 -0.377
H -3.1225 -1.6119 -0.8068 0.235
H -3.3922 -0.9133 1.0115 0.236
H -0.0513 0.3894 1.4929 0.234
H -1.2723 1.7933 1.0547 0.247
H 3.5704 0.8194 0.1533 0.241
H 1.8621 1.4274 -0.1863 0.204
H -0.1266 0.3472 -1.6482 0.266
H 1.9399 -1.6948 -1.0723 0.282
```

Calculated relative energies: arrangement i 0.0000; arrangement ii 0.1337, given in hartree

Arrangement i

Formula: C5H8NO
Source: the OMol25 dataset
Level of theory: ωB97M-V/def2-TZVPD

Its spin multiplicity is 1. Its net charge is +1. The SMILES is C=[NH+]C(=C)C(=C)O. The HOMO energy is -13.23 eV.

Structure (XYZ):
```
15
Properties=species:S:1:pos:R:3:nbo_charge:R:1
C 1.5078 -1.0377 1.1895 0.179
N 1.5177 -0.2639 0.1641 -0.384
C 0.3156 0.6157 -0.0277 0.038
C 0.5183 2.0101 -0.0736 -0.293
C -1.0194 -0.0682 -0.0486 0.213
C -1.3595 -1.1853 -0.7138 -0.432
O -1.8924 0.4289 0.8845 -0.652
H 2.4109 -1.5757 1.4385 0.245
H 0.8316 -0.6726 1.8453 0.215
H 2.0922 -0.4774 -0.5725 0.431
H 1.4096 2.4653 0.2785 0.239
H -0.4108 2.5123 -0.2194 0.232
H -0.8034 -1.5453 -1.6175 0.235
H -2.3345 -1.4800 -0.4143 0.246
H -1.5894 1.3049 1.1813 0.489
```

Arrangement ii

Formula: C5H8NO
Source: the OMol25 dataset
Level of theory: ωB97M-V/def2-TZVPD

Its spin multiplicity is 1. Its net charge is +1. The SMILES is C[C@@]12[C@@H](O)[N@+]13C[C@@H]23. The HOMO energy is -15.69 eV.

Structure (XYZ):
```
15
Properties=species:S:1:pos:R:3:nbo_charge:R:1
C -0.9289 1.4320 0.4377 -0.630
C -0.5558 0.0218 -0.0947 0.168
C 0.1640 -0.2800 -1.2928 0.296
O 0.7249 0.8324 -1.9834 -0.676
N 0.8520 -0.6768 -0.0514 -0.240
C 0.7340 -0.8430 1.4212 -0.141
C -0.3791 -1.2612 0.6219 -0.063
H -1.1901 1.2809 1.4368 0.243
H -1.5511 1.8170 -0.3712 0.278
H 0.0129 1.9269 0.4299 0.251
H -0.0978 -1.1791 -1.8515 0.226
H 0.8620 0.7569 -2.9505 0.529
H 0.6325 0.0565 1.9942 0.233
H 1.4439 -1.6546 1.8547 0.270
H -0.7234 -2.2297 0.3992 0.254
```

Arrangement iii

Formula: C5H8NO
Source: the OMol25 dataset
Level of theory: ωB97M-V/def2-TZVPD

Its spin multiplicity is 1. Its net charge is +1. The HOMO energy is -14.64 eV.

Structure (XYZ):
```
15
Properties=species:S:1:pos:R:3:nbo_charge:R:1
C -2.8928 -0.1022 0.2722 -0.170
C -0.3168 -1.5784 -0.8793 -0.404
C -2.1615 0.8067 0.5021 -0.271
C 0.1224 -0.5509 -0.3560 0.443
C 1.8001 0.4767 0.9784 -0.475
N 0.9226 0.3753 -0.1531 -0.026
O 0.9260 1.4737 -0.9916 -0.475
H -3.2443 -1.0806 0.2062 0.232
H 1.3596 1.1794 -1.7993 0.500
H 0.2791 -2.4779 -1.3950 0.322
H -1.2674 -2.0685 -0.8926 0.292
H -1.7689 1.7708 0.5433 0.243
H 2.8450 0.8689 0.7361 0.271
H 1.7850 -0.4281 1.6471 0.263
H 1.6118 1.3353 1.5814 0.256
```

Calculated relative energies: arrangement i 0.0000; arrangement ii 0.0673; arrangement iii 0.1364, given in hartree

Arrangement i

Formula: C2H5NO2
Source: the OMol25 dataset
Level of theory: ωB97M-V/def2-TZVPD

Its spin multiplicity is 1. Its net charge is 0. The HOMO energy is -10.31 eV.

Structure (XYZ):
```
10
Properties=species:S:1:pos:R:3:nbo_charge:R:1
C -0.4281 0.2127 1.3541 -0.263
O -0.4233 -0.6427 0.2135 -0.609
C 0.7999 -0.3528 -0.8154 0.868
O 1.9221 -0.5388 -0.4693 -0.571
N -0.0187 0.0399 -1.7535 -0.931
H 0.4857 0.0354 1.9282 0.205
H -1.3038 -0.0499 1.9500 0.197
H -0.4780 1.2666 1.0512 0.181
H -0.9086 -0.2259 -0.7888 0.521
H 0.3528 0.2554 -2.6701 0.401
```

Arrangement ii

Formula: C2H5NO2
Source: the OMol25 dataset
Level of theory: ωB97M-V/def2-TZVPD

Its spin multiplicity is 1. Its net charge is 0. The HOMO energy is -9.35 eV.

Structure (XYZ):
```
10
Properties=species:S:1:pos:R:3:nbo_charge:R:1
C 0.2387 0.8965 -0.0019 -0.260
C -0.3740 -0.4785 0.4644 0.341
N 1.7480 -0.3542 -0.0081 -0.333
O 0.6354 -1.3405 0.1216 -0.406
O -1.5950 -0.8789 -0.2524 -0.726
H 0.0013 0.9618 -1.0921 0.186
H 0.2670 1.8981 0.4858 0.228
H -0.7338 -0.5367 1.5692 0.170
H 2.2199 -0.2832 -0.9542 0.336
H -1.5476 -0.5856 -1.2323 0.463
```

Arrangement iii

Formula: C2H5NO2
Source: the OMol25 dataset
Level of theory: ωB97M-V/def2-TZVPD

Its spin multiplicity is 1. Its net charge is 0. The SMILES is NCC(=O)O. The HOMO energy is -10.10 eV.

Structure (XYZ):
```
10
Properties=species:S:1:pos:R:3:nbo_charge:R:1
N -0.5523 1.8247 -0.6342 -0.800
C 0.2819 0.6372 -0.7078 -0.340
C 0.0731 -0.4810 0.2644 0.780
O -0.2145 -0.3282 1.4195 -0.600
O 0.3041 -1.6818 -0.2906 -0.674
H -0.9123 1.8594 0.3196 0.366
H 0.0875 2.6078 -0.6077 0.356
H 0.3050 0.2579 -1.7334 0.210
H 1.3583 0.8111 -0.5735 0.207
H 0.0842 -2.3365 0.3901 0.496
```

Calculated relative energies: arrangement i 0.0712; arrangement ii 0.1855; arrangement iii 0.0000, given in hartree